Entry 1:
The following is a quantum chemistry calculation of a molecular structure, C37H36N9O2W, from the Open Molecules 2025 dataset.

As for the energy above the lowest of the compared OMol25 structures with the same formula, charge and spin: 38.26 kJ/mol. Its HOMO-LUMO gap (spin up / spin down) is 7.029 / 7.349 eV. As for the highest occupied orbital energy (spin up / spin down): -0.3400 / -0.3656 Eh. Its charge is +1. Its multiplicity is 3. Its LUMO energy (spin up / spin down) is -2.22 / -2.60 eV.

Structure (XYZ):
```
85
Properties=species:S:1:pos:R:3:lowdin_charge:R:1
W -0.109 -0.492 -0.562 1.76
C -0.492 4.782 3.797 -0.04
C -0.461 3.378 3.260 -0.26
C 0.444 2.439 3.752 -0.02
C 0.522 1.174 3.202 -0.02
C -0.314 0.774 2.159 -0.26
N -0.145 -0.489 1.539 -0.12
C -0.498 -1.617 2.271 -0.22
C -1.369 -1.560 3.367 0.00
C -1.764 -2.696 4.044 -0.03
C -1.339 -3.964 3.650 -0.27
C -1.829 -5.205 4.342 -0.05
C -0.474 -4.032 2.572 0.01
C -0.032 -2.889 1.915 -0.12
N 0.956 -3.069 0.890 -0.03
C 1.886 -4.042 0.858 -0.03
C 2.508 -4.007 -0.370 -0.01
C 1.898 -2.951 -1.045 -0.11
N 0.968 -2.388 -0.278 -0.08
C -1.270 1.694 1.726 -0.13
C -1.315 2.984 2.242 0.03
N -2.279 1.317 0.792 -0.03
C -3.559 1.746 0.777 -0.02
C -4.206 1.107 -0.253 -0.01
C -3.235 0.289 -0.832 -0.08
N -2.082 0.419 -0.188 -0.06
H -0.271 4.797 4.864 0.08
H -1.464 5.247 3.641 0.08
H 0.256 5.401 3.297 0.09
H 1.108 2.713 4.562 0.12
H 1.237 0.456 3.587 0.12
H -1.742 -0.594 3.682 0.12
H -2.440 -2.598 4.886 0.12
H -1.866 -5.062 5.422 0.08
H -1.182 -6.057 4.136 0.08
H -2.836 -5.465 4.012 0.09
H -0.135 -5.001 2.226 0.12
H 2.037 -4.681 1.710 0.13
H 3.298 -4.645 -0.721 0.11
H 2.098 -2.547 -2.025 0.11
H -2.028 3.692 1.837 0.12
H -3.916 2.436 1.520 0.13
H -5.237 1.210 -0.539 0.11
H -3.310 -0.392 -1.663 0.12
C -2.031 -4.153 -1.448 0.00
C -1.574 -2.774 -1.800 -0.43
O -1.492 -1.969 -0.768 -0.24
C -1.324 -2.401 -3.090 -0.01
C -0.965 -1.081 -3.510 -0.31
C -1.143 -0.700 -4.946 -0.02
N -0.505 -0.211 -2.648 -0.13
N -0.282 1.084 -3.143 0.08
C 0.041 1.884 -2.174 -0.42
O 0.110 1.497 -0.921 -0.21
C 0.385 3.293 -2.455 -0.15
C 0.275 3.807 -3.745 -0.02
C 0.608 5.128 -3.991 -0.07
C 1.051 5.940 -2.954 -0.07
C 1.160 5.429 -1.669 -0.07
C 0.826 4.108 -1.416 -0.02
H -2.995 -4.097 -0.938 0.10
H -1.323 -4.589 -0.740 0.08
H -2.116 -4.794 -2.322 0.09
H -1.513 -3.126 -3.868 0.11
H -1.452 -1.560 -5.534 0.08
H -0.221 -0.283 -5.351 0.08
H -1.897 0.083 -5.030 0.09
H -0.076 3.166 -4.542 0.11
H 0.520 5.529 -4.992 0.11
H 1.310 6.972 -3.150 0.11
H 1.504 6.062 -0.861 0.11
H 0.904 3.699 -0.417 0.11
N 2.559 -0.092 -2.809 0.16
C 3.036 0.074 -1.535 -0.36
C 4.408 0.304 -1.350 -0.01
C 4.923 0.393 -0.084 -0.04
C 4.062 0.249 1.002 -0.05
C 2.735 0.024 0.750 -0.11
N 2.200 -0.065 -0.489 0.00
H 3.198 0.192 -3.535 0.11
H 1.609 0.190 -3.004 0.05
H 5.041 0.411 -2.221 0.12
H 5.979 0.574 0.063 0.12
H 4.414 0.309 2.021 0.11
H 2.033 -0.116 1.555 0.08
```

***

Entry 2:
The following is a quantum chemistry calculation of 3 unconnected molecules or ions with the total composition C37H36NO7P in a non-equilibrium geometry, from the Open Molecules 2025 dataset.

Its HOMO-LUMO gap is 7.661 eV. As for the highest occupied orbital energy: -0.3301 Eh. Its charge is 0. Its multiplicity is 1. Its LUMO energy is -1.32 eV.

Structure (XYZ):
```
82
Properties=species:S:1:pos:R:3:lowdin_charge:R:1
C 0.614 2.035 -5.977 -0.13
C -0.241 2.743 -4.789 -0.22
C 0.820 3.128 -3.600 -0.20
C 0.300 2.571 -2.188 -0.28
N 1.364 2.405 -1.143 -0.20
P 2.623 1.284 -1.631 1.11
C 3.445 0.548 -0.095 -0.29
O 4.854 0.280 -0.234 -0.20
C 5.121 -0.815 -1.152 -0.22
C 5.281 -2.252 -0.459 -0.21
C 3.855 -2.866 0.048 -0.12
C 1.728 -0.172 -2.507 -0.66
O 2.227 -0.534 -3.618 -0.08
O 0.602 -0.720 -1.903 -0.17
H 1.380 1.282 -5.555 0.07
H -0.056 1.464 -6.718 0.08
H 1.165 2.869 -6.541 0.08
H -1.052 2.024 -4.382 0.11
H -0.669 3.729 -5.175 0.10
H 1.834 2.722 -3.940 0.07
H 0.946 4.274 -3.499 0.12
H -0.429 3.373 -1.773 0.13
H -0.360 1.626 -2.322 0.11
H 0.876 1.917 -0.356 0.10
H 3.602 1.897 -2.508 0.08
H 2.810 -0.342 0.242 0.11
H 3.347 1.344 0.745 0.11
H 6.138 -0.580 -1.658 0.14
H 4.364 -0.929 -2.003 0.11
H 5.628 -2.981 -1.294 0.12
H 6.092 -2.295 0.358 0.11
H 3.593 -2.399 1.075 0.08
H 3.087 -2.529 -0.749 0.06
H 3.887 -4.004 0.176 0.08
C -3.766 6.184 4.262 -0.05
C -3.679 6.118 2.873 -0.05
C -2.556 5.559 2.271 0.00
C -1.511 5.074 3.057 -0.08
C -1.587 5.162 4.448 -0.08
C -2.723 5.708 5.049 0.01
C -0.464 4.697 5.292 -0.28
O -0.531 4.770 6.507 0.11
C 0.746 4.149 4.638 -0.08
C 1.837 3.760 5.418 0.01
C 2.973 3.232 4.813 -0.05
C 3.021 3.083 3.428 -0.06
C 1.938 3.475 2.647 -0.01
C 0.803 4.018 3.251 -0.08
C -0.329 4.465 2.408 -0.28
O -0.285 4.338 1.196 0.09
H -4.646 6.612 4.731 0.11
H -4.487 6.501 2.259 0.11
H -2.497 5.506 1.188 0.12
H -2.794 5.767 6.130 0.12
H 1.805 3.870 6.497 0.12
H 3.821 2.935 5.421 0.11
H 3.905 2.665 2.957 0.10
H 1.983 3.361 1.568 0.10
C -5.802 -7.545 0.454 -0.06
C -6.138 -7.363 -0.885 -0.06
C -5.291 -6.648 -1.725 0.00
C -4.108 -6.102 -1.224 -0.08
C -3.784 -6.264 0.123 -0.08
C -4.628 -6.997 0.959 0.00
C -2.557 -5.648 0.679 -0.28
O -2.271 -5.793 1.856 0.09
C -1.689 -4.848 -0.213 -0.09
C -0.560 -4.214 0.309 0.01
C 0.269 -3.471 -0.525 -0.05
C -0.019 -3.365 -1.884 -0.06
C -1.146 -3.991 -2.407 0.02
C -1.989 -4.726 -1.570 -0.09
C -3.204 -5.358 -2.130 -0.28
O -3.461 -5.264 -3.318 0.10
H -6.459 -8.111 1.107 0.11
H -7.061 -7.780 -1.276 0.11
H -5.556 -6.514 -2.769 0.12
H -4.374 -7.138 2.005 0.12
H -0.327 -4.294 1.366 0.12
H 1.142 -2.974 -0.116 0.07
H 0.631 -2.792 -2.534 0.09
H -1.369 -3.901 -3.465 0.12
```

***

Entry 3:
The following is a quantum chemistry calculation of 2 unconnected molecules or ions with the total composition C37H37BF6O3 in a non-equilibrium geometry, from the Open Molecules 2025 dataset.

Its HOMO-LUMO gap is 3.692 eV. As for the highest occupied orbital energy: -0.2576 Eh. Its charge is 0. Its multiplicity is 1. Its LUMO energy is -3.32 eV.

Structure (XYZ):
```
84
Properties=species:S:1:pos:R:3:lowdin_charge:R:1
C -3.184 -5.000 3.878 -0.02
C -2.145 -3.897 3.777 -0.49
C -1.194 -4.098 4.959 -0.02
O -1.450 -4.005 2.549 0.04
B -0.983 -2.659 2.230 -0.83
C 0.633 -2.656 2.604 -0.06
C 1.219 -1.488 3.044 0.03
C 2.580 -1.467 3.345 -0.11
C 3.234 -0.173 3.746 -0.51
F 3.831 -0.262 4.978 0.11
F 4.217 0.192 2.859 0.10
F 2.350 0.869 3.807 0.10
C 3.361 -2.610 3.272 0.03
C 2.741 -3.784 2.875 -0.11
C 3.575 -5.037 2.781 -0.51
F 2.847 -6.135 2.416 0.11
F 4.586 -4.905 1.859 0.11
F 4.176 -5.340 3.978 0.11
C 1.384 -3.821 2.551 0.05
C -1.066 -2.287 0.571 -0.06
C -0.465 -1.023 0.057 -0.14
C -1.003 0.199 0.194 0.03
O -1.690 -1.689 3.034 0.04
C -2.720 -2.397 3.697 -0.49
C -3.998 -2.321 2.864 -0.02
C -3.004 -1.728 5.026 -0.02
H -3.769 -4.864 4.794 0.09
H -3.862 -5.014 3.021 0.08
H -2.675 -5.967 3.957 0.09
H -1.773 -4.157 5.890 0.09
H -0.660 -5.049 4.833 0.10
H -0.449 -3.298 5.051 0.09
H 0.632 -0.578 3.135 0.12
H 4.411 -2.586 3.522 0.13
H 0.936 -4.768 2.263 0.13
H -0.504 -3.112 0.114 0.10
H -2.137 -2.367 0.313 0.11
H 0.477 -1.153 -0.511 0.12
H -0.801 1.034 -0.516 0.01
H -1.770 0.365 0.964 0.10
H -4.839 -2.727 3.437 0.08
H -4.216 -1.269 2.644 0.09
H -3.912 -2.871 1.919 0.09
H -3.794 -2.282 5.545 0.09
H -2.115 -1.690 5.662 0.08
H -3.370 -0.710 4.840 0.09
C -3.673 6.924 -0.076 -0.04
C -2.677 5.840 -0.382 -0.25
C -2.109 5.116 0.673 -0.02
C -1.269 4.039 0.422 0.01
C -0.952 3.628 -0.901 -0.18
C -0.138 2.422 -1.073 0.04
C 0.367 1.996 -2.384 -0.20
C -0.353 2.082 -3.600 0.00
C 0.223 1.700 -4.807 0.02
C 1.480 1.092 -4.795 -0.21
O 1.991 0.477 -5.944 0.01
C 2.607 1.243 -6.935 -0.25
C 3.928 0.899 -7.247 0.00
C 4.647 1.702 -8.133 -0.08
C 4.024 2.781 -8.766 -0.09
C 2.681 3.063 -8.502 -0.08
C 1.959 2.302 -7.572 -0.01
C 2.204 0.954 -3.607 0.04
C 1.653 1.420 -2.429 0.01
C -1.414 4.475 -1.948 0.00
C -2.310 5.518 -1.694 -0.01
H -4.104 7.348 -0.990 0.08
H -4.479 6.549 0.571 0.09
H -3.205 7.751 0.474 0.09
H -2.319 5.416 1.702 0.13
H -0.802 3.504 1.257 0.13
H 0.564 2.280 -0.244 0.13
H -1.365 2.497 -3.615 0.12
H -0.289 1.868 -5.756 0.12
H 4.373 0.043 -6.744 0.12
H 5.696 1.469 -8.325 0.11
H 4.589 3.405 -9.465 0.11
H 2.176 3.882 -9.018 0.11
H 0.918 2.522 -7.338 0.10
H 3.205 0.524 -3.639 0.14
H 2.255 1.393 -1.515 0.14
H -1.024 4.349 -2.956 0.10
H -2.702 6.109 -2.524 0.12
```

***

Entry 4:
The following is a quantum chemistry calculation of a molecular structure, C37H38BCrNO5S in a non-equilibrium geometry, from the Open Molecules 2025 dataset.

As for the energy above the lowest of the compared OMol25 structures with the same formula, charge and spin: 224.27 kJ/mol. Its HOMO-LUMO gap (spin up / spin down) is 5.314 / 4.877 eV. As for the highest occupied orbital energy (spin up / spin down): -0.5341 / -0.5638 Eh. Its charge is +3. Its multiplicity is 4. Its LUMO energy (spin up / spin down) is -9.22 / -10.47 eV.

Structure (XYZ):
```
84
Properties=species:S:1:pos:R:3:lowdin_charge:R:1
C 3.253 4.061 2.156 -0.07
C 2.072 3.330 2.657 -0.53
C 1.848 2.992 3.993 -0.08
C 0.542 2.537 4.250 -0.06
C -0.181 2.358 3.061 -0.46
B 2.370 -1.931 2.623 -0.31
C -1.548 2.808 2.984 -0.23
C -2.330 2.910 4.160 0.01
C -3.684 3.160 4.050 0.03
C -4.260 3.237 2.748 -0.19
N -5.589 2.984 2.568 -0.11
C -6.163 2.770 1.239 0.00
C -6.405 2.523 3.680 -0.01
C -3.431 3.431 1.611 0.04
C -2.082 3.186 1.740 -0.03
O 3.040 -2.540 1.642 0.20
C 4.303 -1.774 1.482 -0.42
C 5.458 -2.678 1.167 0.01
C 4.186 -0.784 0.312 0.01
C 4.392 -1.032 2.860 -0.45
C 4.801 -1.949 4.051 0.02
C 5.094 0.299 2.956 0.02
O 2.997 -0.745 3.083 0.08
S 0.838 2.710 1.625 1.13
H 3.804 4.515 2.991 0.10
H 3.930 3.362 1.647 0.09
H 2.990 4.865 1.455 0.10
H 2.543 3.220 4.796 0.13
H 0.105 2.312 5.232 0.13
H -1.866 2.888 5.145 0.13
H -4.300 3.223 4.947 0.13
H -5.736 1.887 0.737 0.10
H -7.238 2.622 1.385 0.10
H -6.001 3.648 0.603 0.11
H -6.364 3.253 4.492 0.11
H -7.427 2.430 3.310 0.10
H -6.054 1.552 4.053 0.10
H -3.846 3.689 0.646 0.13
H -1.416 3.359 0.893 0.09
H 6.334 -2.014 1.063 0.12
H 5.680 -3.398 1.961 0.10
H 5.267 -3.228 0.235 0.12
H 5.173 -0.326 0.110 0.12
H 3.880 -1.311 -0.602 0.11
H 3.442 0.006 0.481 0.09
H 5.879 -2.045 4.139 0.11
H 4.394 -1.525 4.969 0.11
H 4.377 -2.946 3.964 0.08
H 6.163 0.218 2.775 0.11
H 4.664 1.052 2.293 0.08
H 4.992 0.692 3.969 0.11
O -3.086 -7.129 6.204 0.21
C -2.023 -6.672 6.022 -0.03
Cr -0.348 -6.020 5.340 0.25
C -1.339 -5.541 3.810 -0.08
O -1.960 -5.389 2.828 0.18
C -0.280 -7.793 4.602 -0.03
O -0.421 -8.823 4.092 0.23
C 1.066 -6.090 6.932 -0.08
C 0.099 -5.106 7.184 -0.10
C -0.136 -4.079 6.238 -0.07
C 0.702 -3.845 5.095 -0.17
C 0.654 -2.675 4.256 0.20
C 0.572 -1.502 3.666 0.08
C 0.132 -0.356 2.946 0.00
C -1.292 -0.230 2.755 -0.25
C -1.767 -0.044 1.434 -0.02
C -3.117 0.057 1.181 -0.05
C -4.017 -0.041 2.243 -0.05
C -3.560 -0.151 3.560 -0.06
C -2.206 -0.315 3.829 -0.02
C 1.506 -4.997 4.796 -0.06
C 1.756 -6.037 5.715 -0.09
H 1.251 -6.907 7.637 0.16
H -0.507 -5.169 8.097 0.16
H -0.919 -3.356 6.478 0.15
H 0.725 -0.055 2.070 0.11
H -1.038 0.003 0.621 0.13
H -3.462 0.215 0.155 0.13
H -5.084 -0.082 2.018 0.12
H -4.270 -0.119 4.390 0.12
H -1.825 -0.429 4.852 0.13
H 2.090 -5.010 3.869 0.15
H 2.485 -6.822 5.484 0.16
```

***

Entry 5:
The following is a quantum chemistry calculation of a molecular structure, C37H38CdO3P3S4 in a non-equilibrium geometry, from the Open Molecules 2025 dataset.

As for the energy above the lowest of the compared OMol25 structures with the same formula, charge and spin: 52.03 kJ/mol. Its HOMO-LUMO gap (spin up / spin down) is 4.202 / 6.404 eV. As for the highest occupied orbital energy (spin up / spin down): 0.0064 / -0.0746 Eh. Its charge is -2. Its multiplicity is 2. Its LUMO energy (spin up / spin down) is 4.38 / 4.37 eV.

Structure (XYZ):
```
86
Properties=species:S:1:pos:R:3:lowdin_charge:R:1
Cd -0.249 -0.234 -0.107 1.15
S 1.851 1.651 -1.797 0.15
P 2.759 0.435 -0.537 0.28
C 1.837 -0.809 0.267 -0.66
P 1.751 -0.781 2.006 0.27
S 0.476 0.367 2.996 0.15
C 1.442 -2.536 2.473 -0.35
C 1.318 -2.855 3.825 -0.11
C 1.189 -4.175 4.224 -0.10
C 1.207 -5.189 3.274 -0.11
C 1.343 -4.880 1.932 -0.09
C 1.450 -3.554 1.531 -0.10
C 3.383 -0.717 2.861 -0.34
C 3.637 0.208 3.867 -0.11
C 4.839 0.178 4.561 -0.10
C 5.792 -0.785 4.267 -0.12
C 5.542 -1.716 3.268 -0.10
C 4.346 -1.683 2.571 -0.08
C 3.840 1.493 0.498 -0.34
C 5.202 1.280 0.676 -0.09
C 5.955 2.184 1.413 -0.10
C 5.357 3.305 1.969 -0.12
C 3.993 3.512 1.807 -0.09
C 3.238 2.613 1.074 -0.12
C 4.018 -0.491 -1.532 -0.35
C 4.256 -1.840 -1.299 -0.09
C 5.134 -2.554 -2.106 -0.10
C 5.776 -1.925 -3.162 -0.12
C 5.549 -0.574 -3.399 -0.11
C 4.676 0.136 -2.590 -0.12
H 1.330 -2.053 4.555 0.09
H 1.073 -4.418 5.275 0.09
H 1.097 -6.223 3.583 0.09
H 1.343 -5.671 1.191 0.10
H 1.548 -3.294 0.484 0.08
H 2.870 0.933 4.104 0.05
H 5.026 0.909 5.340 0.09
H 6.728 -0.811 4.814 0.09
H 6.281 -2.476 3.039 0.09
H 4.137 -2.419 1.803 0.10
H 5.673 0.408 0.240 0.10
H 7.017 2.013 1.551 0.09
H 5.952 4.013 2.535 0.09
H 3.519 4.381 2.248 0.10
H 2.177 2.769 0.923 0.08
H 3.734 -2.323 -0.482 0.07
H 5.308 -3.607 -1.914 0.09
H 6.440 -2.489 -3.808 0.09
H 6.044 -0.080 -4.227 0.09
H 4.473 1.182 -2.779 0.07
C -2.129 4.620 -2.778 -0.09
C -3.252 3.734 -2.267 -0.35
O -3.009 2.375 -2.612 -0.38
P -2.357 1.311 -1.548 -0.24
S -1.505 -0.050 -2.692 0.19
S -1.460 2.253 -0.059 0.19
O -3.685 0.700 -0.838 -0.38
C -4.693 0.069 -1.616 -0.33
C -6.027 0.731 -1.319 -0.08
H -2.357 5.670 -2.580 0.07
H -1.992 4.474 -3.851 0.07
H -1.202 4.350 -2.272 0.06
H -4.206 4.006 -2.729 0.11
H -3.339 3.835 -1.183 0.07
H -4.714 -0.988 -1.345 0.12
H -4.454 0.147 -2.680 0.09
H -6.247 0.655 -0.254 0.07
H -6.824 0.249 -1.890 0.07
H -5.986 1.788 -1.587 0.07
C -2.384 -2.484 2.606 -0.05
C -2.045 -2.788 1.162 -0.46
O -1.835 -1.805 0.365 -0.24
C -2.049 -4.130 0.699 -0.21
C -2.442 -5.238 1.502 -0.08
C -2.459 -6.517 0.992 -0.15
C -2.067 -6.782 -0.324 -0.16
C -1.662 -5.705 -1.129 -0.14
C -1.663 -4.420 -0.644 -0.05
H -2.148 -1.440 2.802 0.05
H -1.807 -3.109 3.292 0.06
H -3.451 -2.649 2.801 0.07
H -2.725 -5.079 2.536 0.09
H -2.782 -7.341 1.623 0.08
H -2.085 -7.793 -0.716 0.07
H -1.342 -5.897 -2.149 0.08
H -1.350 -3.592 -1.268 0.10
```

***

What is the multiplicity in the fourth record? 4

***

Among the records above, which one has the lowest charge? C37H38CdO3P3S4

***

The highest multiplicity belongs to which entry? C37H38BCrNO5S